# 1
105
Properties=species:S:1:pos:R:3 method="wB97M-V/def2-TZVPD" total_charge=+1 de_lowest_kcal_mol=0.0 multiplicity=1 largest_force_ha_per_bohr=0.04632 total_energy_ha=-2380.24096 gap_ev=7.53 homo_energy_ev=-10.48
C 8.44 -1.96 0.73
C 7.30 -1.62 -0.22
C 6.81 -0.22 -0.03
O 7.08 0.46 0.90
O 6.00 0.22 -1.04
C 4.71 0.68 -0.63
C 3.73 -0.35 -1.16
N 2.28 -0.07 -0.83
C 1.47 -0.91 -1.50
N 1.75 -2.25 -1.41
N 0.37 -0.58 -2.19
C -0.89 -1.17 -1.61
C -1.33 -2.49 -2.21
C -2.06 -3.31 -1.15
N -3.29 -2.66 -0.74
C -3.63 -2.91 0.65
C -2.61 -2.44 1.69
C -2.16 -3.37 2.64
C -1.19 -3.03 3.58
C -0.68 -1.74 3.58
C -1.13 -0.79 2.67
C -2.10 -1.14 1.73
O -2.48 -0.15 0.85
C 0.28 0.85 -2.52
C 0.49 1.61 -1.22
C 1.95 1.38 -0.86
P 2.32 2.26 0.78
C 2.61 0.99 2.08
C 0.86 3.25 1.22
H 9.16 -1.15 0.73
H 8.95 -2.86 0.41
H 8.08 -2.09 1.75
H 6.44 -2.28 -0.07
H 7.65 -1.71 -1.25
H 4.57 1.68 -1.03
H 4.68 0.70 0.46
H 4.02 -1.30 -0.72
H 3.85 -0.45 -2.24
H 1.74 -2.75 -0.54
H 1.96 -2.75 -2.26
H -1.65 -0.43 -1.79
H -0.73 -1.28 -0.54
H -2.01 -2.33 -3.05
H -0.48 -3.08 -2.54
H -2.28 -4.30 -1.54
H -1.36 -3.44 -0.32
H -3.32 -1.68 -0.97
H -3.84 -3.96 0.80
H -4.57 -2.39 0.85
H -2.57 -4.37 2.61
H -0.86 -3.77 4.29
H 0.08 -1.45 4.30
H -0.77 0.23 2.66
H -3.41 -0.24 0.61
H -0.67 1.08 -2.98
H 1.08 1.11 -3.21
H 0.32 2.67 -1.39
H -0.17 1.23 -0.45
H 2.54 1.90 -1.61
H 2.44 -0.04 1.76
H 3.65 1.07 2.37
H 2.02 1.21 2.96
H 0.55 3.89 0.41
H 1.20 3.92 2.02
H 0.01 2.70 1.62
C 9.51 1.33 3.06
C 9.75 0.68 4.40
O 10.03 -0.49 4.49
C 9.62 1.57 5.62
H 9.63 0.59 2.27
H 8.49 1.73 3.01
H 10.22 2.14 2.90
H 8.62 1.98 5.68
H 10.34 2.38 5.56
H 9.82 0.98 6.51
C -3.31 2.79 -0.27
C -2.69 4.16 -0.36
O -1.50 4.31 -0.50
C -3.62 5.34 -0.26
H -2.54 2.02 -0.35
H -3.82 2.67 0.69
H -4.03 2.65 -1.07
H -4.15 5.32 0.69
H -4.36 5.30 -1.07
H -3.05 6.26 -0.34
C -7.28 -1.31 -0.12
C -6.50 -0.02 -0.15
O -5.30 -0.01 -0.35
C -7.27 1.25 0.08
H -6.60 -2.15 -0.31
H -7.75 -1.44 0.85
H -8.04 -1.29 -0.90
H -7.75 1.23 1.06
H -8.04 1.35 -0.69
H -6.60 2.10 0.03
C -7.59 -1.62 -5.23
C -7.83 -0.47 -4.28
O -8.86 -0.38 -3.64
C -6.74 0.56 -4.15
H -8.45 -2.28 -5.22
H -7.44 -1.25 -6.24
H -6.71 -2.18 -4.92
H -6.54 1.03 -5.12
H -5.82 0.08 -3.79
H -7.05 1.32 -3.44

# 2
116
Properties=species:S:1:pos:R:3 method="wB97M-V/def2-TZVPD" total_charge=-1 de_lowest_kcal_mol=0.0 multiplicity=1 largest_force_ha_per_bohr=0.00872 total_energy_ha=-6775.09698 gap_ev=6.41 homo_energy_ev=-4.18
Bi 0.66 0.28 -0.55
N -1.21 1.19 2.54
N -1.65 0.16 3.40
C -2.61 -0.70 3.07
N -2.90 -1.64 4.00
S -3.48 -0.61 1.62
H -0.28 0.94 2.21
H -1.83 1.14 1.72
H -1.04 0.01 4.19
H -2.29 -1.84 4.79
H -3.57 -2.33 3.72
C 4.56 -1.03 1.38
N 3.91 -2.32 1.15
C 4.56 -3.15 0.15
P 2.36 -2.48 1.66
O 1.60 -1.23 1.82
O 1.77 -3.48 0.52
P 0.26 -3.40 -0.03
O -0.27 -2.06 -0.31
N 0.28 -4.31 -1.40
C 0.13 -3.70 -2.72
C 0.98 -5.58 -1.42
N -0.58 -4.12 1.19
C -0.15 -5.33 1.87
C -2.02 -3.90 1.24
N 2.28 -3.42 3.02
C 1.93 -2.79 4.30
C 3.20 -4.53 3.13
H 4.64 -0.49 0.43
H 5.55 -1.19 1.80
H 3.97 -0.42 2.06
H 4.56 -2.64 -0.82
H 4.05 -4.10 0.04
H 5.59 -3.34 0.47
H -0.34 -2.72 -2.63
H -0.49 -4.35 -3.34
H 1.10 -3.55 -3.20
H 1.03 -6.01 -0.42
H 2.01 -5.46 -1.79
H 0.46 -6.29 -2.06
H -0.60 -6.23 1.43
H -0.46 -5.27 2.92
H 0.93 -5.42 1.84
H -2.26 -2.92 0.83
H -2.34 -3.91 2.28
H -2.58 -4.67 0.70
H 1.28 -1.94 4.12
H 2.81 -2.44 4.84
H 1.40 -3.51 4.93
H 3.35 -5.01 2.16
H 2.78 -5.28 3.82
H 4.18 -4.22 3.51
C -1.31 0.29 -1.74
Si -1.12 1.19 -3.32
C 0.41 2.30 -3.15
N 0.72 2.54 -1.72
C 2.06 3.14 -1.55
C 2.18 4.52 -2.20
C 0.90 5.35 -1.99
C 0.14 4.81 -0.78
C -0.30 3.36 -1.01
C -2.61 2.30 -3.70
C -2.57 3.20 -4.77
C -3.64 4.04 -5.05
C -4.78 3.99 -4.26
C -4.84 3.11 -3.20
C -3.77 2.28 -2.92
C -0.96 0.02 -4.79
C -2.14 -0.51 -5.33
C -2.11 -1.43 -6.37
C -0.88 -1.84 -6.88
C 0.29 -1.33 -6.36
C 0.25 -0.40 -5.33
H -1.62 -0.75 -1.82
H -1.99 0.79 -1.04
H 0.30 3.25 -3.69
H 1.27 1.77 -3.57
H 2.79 2.44 -1.97
H 2.26 3.20 -0.48
H 2.41 4.43 -3.26
H 3.03 5.03 -1.74
H 0.25 5.28 -2.87
H 1.13 6.40 -1.86
H -0.75 5.41 -0.56
H 0.79 4.84 0.10
H -1.22 3.35 -1.61
H -0.53 2.90 -0.05
H -1.69 3.24 -5.40
H -3.58 4.72 -5.89
H -5.62 4.65 -4.48
H -5.73 3.07 -2.58
H -3.83 1.59 -2.08
H -3.10 -0.19 -4.94
H -3.03 -1.83 -6.77
H -0.85 -2.57 -7.69
H 1.25 -1.65 -6.75
H 1.18 -0.05 -4.90
Se -0.84 -2.34 6.96
C -0.02 -0.92 6.23
N 0.51 0.01 5.75
Te 2.63 -0.68 -2.23
S 1.85 2.83 2.25
C 0.76 3.36 3.43
N 0.65 2.75 4.61
C -0.37 3.10 5.59
C -1.60 3.65 4.90
C -1.17 4.82 4.02
N -0.04 4.43 3.19
H 1.10 1.85 4.73
H 0.03 3.83 6.30
H -0.58 2.18 6.15
H -2.33 3.99 5.63
H -2.04 2.87 4.28
H -0.90 5.68 4.65
H -1.98 5.13 3.37
H 0.06 4.81 2.27

# 3
114
Properties=species:S:1:pos:R:3 method="wB97M-V/def2-TZVPD" total_charge=+1 multiplicity=1 largest_force_ha_per_bohr=0.06266 total_energy_ha=-5401.65274 gap_ev=7.99 homo_energy_ev=-11.62
C -6.31 -0.37 4.46
O -5.05 -0.69 3.86
C -4.77 -2.09 3.96
C -3.98 -2.49 2.64
C -2.42 -2.26 2.79
C -1.66 -2.29 1.42
C -2.39 -2.50 0.19
C -1.66 -2.48 -1.09
C -2.48 -2.66 -2.40
C -3.26 -1.30 -2.64
F -3.43 -3.70 -2.30
C -0.19 -2.27 -1.03
P 0.76 -2.24 -2.65
O 0.05 -1.09 -3.70
Br 0.54 -4.23 -3.74
C 0.51 -2.06 0.27
C 2.05 -1.81 0.19
C 2.91 -3.10 -0.10
O 3.93 -2.92 -0.73
N 2.53 -4.44 0.29
C 2.04 -5.22 -0.90
C 3.80 -5.14 0.70
N -0.27 -2.09 1.42
B 0.34 -1.88 2.80
O 0.96 -2.93 3.48
N 0.27 -0.56 3.44
C -0.12 0.50 2.44
C 1.63 -0.20 3.95
H -6.12 -0.23 5.57
H -6.67 0.60 4.02
H -7.13 -1.12 4.26
H -5.70 -2.72 4.09
H -4.05 -2.31 4.82
H -4.44 -1.91 1.80
H -4.15 -3.58 2.43
H -2.06 -3.08 3.48
H -2.30 -1.25 3.27
H -3.50 -2.63 0.12
H -1.83 -2.81 -3.30
H -2.45 -0.51 -2.64
H -3.84 -1.31 -3.59
H -3.90 -1.11 -1.74
H -0.29 -1.63 -4.45
H 2.51 -1.28 1.06
H 2.22 -1.13 -0.70
H 0.93 -5.30 -0.95
H 2.46 -4.71 -1.81
H 2.55 -6.22 -0.87
H 4.47 -5.35 -0.18
H 3.55 -6.15 1.13
H 4.39 -4.55 1.44
H 0.66 -2.85 4.41
H -0.11 1.47 3.01
H -1.16 0.35 2.04
H 0.65 0.58 1.62
H 1.68 0.91 4.10
H 1.79 -0.67 4.96
H 2.43 -0.50 3.22
O -3.00 1.14 -0.47
C -2.71 2.16 -1.04
O -2.81 2.23 -2.38
C -2.67 3.44 -3.13
C -1.22 3.74 -3.44
C -2.15 3.34 -0.28
H -3.17 4.28 -2.64
H -3.21 3.28 -4.07
H -0.64 3.90 -2.53
H -1.13 4.63 -4.06
H -0.76 2.90 -3.96
H -1.08 3.19 -0.15
H -2.63 3.38 0.69
H -2.33 4.30 -0.76
O 1.87 2.09 -4.95
C 2.43 1.19 -5.52
O 3.10 1.42 -6.66
C 3.95 0.47 -7.30
C 3.16 -0.45 -8.21
C 2.30 -0.23 -5.02
H 4.55 -0.09 -6.57
H 4.66 1.04 -7.90
H 2.42 -1.03 -7.66
H 3.82 -1.13 -8.74
H 2.60 0.14 -8.95
H 1.38 -0.66 -5.39
H 2.27 -0.20 -3.93
H 3.14 -0.87 -5.29
O 3.24 1.04 1.76
C 4.12 1.31 0.99
O 4.82 2.44 1.12
C 6.00 2.76 0.36
C 5.64 3.38 -0.97
C 4.37 0.41 -0.19
H 6.64 1.88 0.26
H 6.55 3.48 0.96
H 5.07 2.69 -1.60
H 6.55 3.66 -1.51
H 5.02 4.26 -0.83
H 3.68 0.66 -0.98
H 4.20 -0.61 0.13
H 5.39 0.45 -0.56
O -0.01 3.59 4.02
C -1.16 3.72 4.35
O -1.84 2.66 4.82
C -3.15 2.75 5.41
C -4.23 2.71 4.34
C -1.87 5.03 4.15
H -3.23 3.62 6.06
H -3.25 1.87 6.05
H -4.16 3.56 3.67
H -5.22 2.71 4.80
H -4.13 1.81 3.74
H -2.23 5.09 3.13
H -1.16 5.84 4.33
H -2.70 5.19 4.84